1.
A 2-piece molecular cluster, C17H37FN4O5Si overall at a distorted geometry, computed with wB97M-V/def2-TZVPD.

Geometry (Å):
H 1.2667 -2.3544 2.0554
N 0.7608 -1.5808 1.6320
C -0.4846 -1.8002 1.6508
C -1.0626 -3.0816 2.2336
C -1.4721 -0.8161 1.0955
C -1.0298 0.0730 -0.0564
C -0.9334 -0.5797 -1.4563
C -0.7068 -2.0816 -1.5255
O 0.5649 -2.5220 -1.0925
Si 1.7525 -2.7226 -2.2483
C 1.6732 -4.4214 -3.0363
C 3.3740 -2.5523 -1.3218
C 1.7466 -1.4205 -3.5972
O -2.1894 0.9775 -0.1899
C -1.7619 2.0720 -0.8925
O -2.5059 2.8442 -1.4824
O -0.4279 2.1270 -0.8161
C 0.0356 1.1775 0.2248
C -0.1757 1.9648 1.5175
C 0.6100 1.4583 2.7161
F 1.7083 2.2832 2.9724
C 1.4859 0.8307 -0.1091
C 2.3798 1.9369 -0.7285
N 2.2708 3.2420 -0.1305
N 3.8035 1.5204 -0.5351
N 2.1438 2.0597 -2.1571
H -2.1430 -3.0973 2.1617
H -0.7300 -3.1862 3.2587
H -0.6642 -3.8951 1.6350
H -2.3913 -1.3195 0.8148
H -1.7340 -0.1479 1.9174
H -0.2106 -0.0473 -2.0657
H -1.9035 -0.4126 -1.9146
H -1.4921 -2.5812 -0.9600
H -0.8740 -2.3850 -2.5626
H 0.9012 -4.4988 -3.7981
H 2.6328 -4.6239 -3.5044
H 1.4860 -5.1971 -2.2993
H 4.2239 -2.5034 -1.9920
H 3.3068 -1.6241 -0.7551
H 3.4870 -3.3389 -0.5821
H 0.9189 -1.4701 -4.2942
H 2.6836 -1.5400 -4.1377
H 1.8043 -0.4380 -3.1369
H 0.1414 2.9856 1.3480
H -1.2267 2.0204 1.8044
H -0.0188 1.4865 3.6026
H 0.9693 0.4438 2.5911
H 1.9582 0.4928 0.8014
H 1.4915 -0.0070 -0.7985
H 2.2237 3.2008 0.8753
H 1.4827 3.7421 -0.5104
H 3.8785 0.5654 -0.8696
H 3.9847 1.5039 0.4624
H 2.4647 2.9791 -2.4314
H 2.7562 1.4026 -2.6211
C -5.4888 2.2418 2.9236
C -4.2760 3.0797 2.5654
O -3.1795 2.2665 2.1465
H -5.2424 1.5369 3.7185
H -6.3155 2.8705 3.2566
H -5.8233 1.6610 2.0610
H -3.9324 3.6451 3.4303
H -4.5211 3.7884 1.7687
H -3.4540 1.7670 1.3681

Properties
- Electronic energy: -1654.611091 Ha
- E_LUMO: 0.456 eV
- SMILES: [H]/N=C(\C)C[C@@]1(CCO[Si](C)(C)C)OC(=O)O[C@]1(CCF)CC(N)(N)N.CCO
- Kohn-Sham gap: 9.57 eV

2.
C33H26CoF5N7O2 as an isolated structure, computed with wB97M-V/def2-TZVPD.

Geometry (Å):
Co -0.2588 1.5307 -0.5986
C 0.4717 1.1715 -3.3832
N 0.6924 2.1903 -2.3527
C 2.1285 2.3274 -2.0577
C 2.2547 2.7829 -0.6528
N 1.2341 2.8600 0.1747
C 1.7583 3.4806 1.3488
C 1.1809 4.0072 2.5098
C 2.0063 4.6175 3.4343
C 3.3859 4.7424 3.2402
C 3.9708 4.2877 2.0797
C 3.1312 3.6820 1.1552
N 3.4007 3.2281 -0.1281
C -0.8279 0.5208 -3.1191
N -1.5531 0.7135 -2.0313
C -2.7412 -0.0477 -2.2563
C -3.9507 -0.1866 -1.5748
C -4.9190 -1.0152 -2.1095
C -4.7375 -1.7011 -3.3143
C -3.5728 -1.5487 -4.0312
C -2.6106 -0.7129 -3.4824
N -1.3878 -0.3187 -3.9919
H 1.2644 0.4230 -3.3113
H 0.4959 1.5954 -4.3879
H 0.3012 3.0802 -2.6467
H 2.6156 3.0275 -2.7383
H 2.6032 1.3496 -2.1725
H 0.1238 3.9758 2.6933
H 1.5643 5.0249 4.3345
H 3.9924 5.2242 3.9961
H 5.0301 4.4118 1.8854
H 4.2863 3.2713 -0.6042
H -4.1656 0.3380 -0.6737
H -5.8570 -1.1215 -1.5802
H -5.5259 -2.3391 -3.6943
H -3.4155 -2.0422 -4.9828
H -0.9924 -0.5897 -4.8771
F -0.8109 2.4279 1.7372
C -1.4430 2.4744 0.5452
F -1.4991 3.7647 0.1146
C -2.8955 2.0677 0.8915
F -3.2908 2.7013 1.9891
F -2.9845 0.7593 1.1302
F -3.7237 2.4071 -0.0997
O 2.8064 -1.0064 -2.2305
C 2.0631 -1.1473 -1.2754
N 1.9407 -2.2207 -0.4422
C 0.8442 -2.0794 0.5218
C 0.4340 -0.6628 0.1259
O -0.4902 0.0601 0.6153
N 1.1520 -0.1726 -0.8473
C -0.2489 -3.1075 0.2396
C -1.3638 -2.7954 -0.5251
C -2.3068 -3.7695 -0.8278
C -2.1345 -5.0664 -0.3700
C -1.0206 -5.3838 0.3974
C -0.0851 -4.4082 0.7070
C 1.2921 -2.0678 1.9823
C 2.6338 -1.9813 2.3303
C 3.0034 -1.9187 3.6694
C 2.0355 -1.9284 4.6608
C 0.6935 -2.0035 4.3134
C 0.3214 -2.0740 2.9803
H 2.4114 -3.0902 -0.6278
H -1.5263 -1.7849 -0.8734
H -3.1783 -3.5030 -1.4145
H -2.8692 -5.8277 -0.6004
H -0.8844 -6.3933 0.7650
H 0.7704 -4.6551 1.3266
H 3.3949 -1.9656 1.5602
H 4.0520 -1.8635 3.9333
H 2.3244 -1.8797 5.7031
H -0.0672 -2.0101 5.0842
H -0.7275 -2.1364 2.7116

Properties
- Charge: +1
- Electronic energy: -3688.918266 Ha
- E_LUMO (alpha / beta): -3.521 / -3.489 eV
- Relative energy (zero: lowest compared OMol25 entry of this formula, charge and spin): 1.0767 eV
- Kohn-Sham gap (alpha / beta): 7.82 / 7.86 eV

3.
A 6-piece molecular cluster, H12O6 overall, computed with wB97M-V/def2-TZVPD.

Geometry (Å):
O 2.6711 -0.6683 0.0084
H 3.1462 -0.8927 -0.8042
H 1.9305 -1.3310 0.0479
O -1.9030 -1.9510 0.0497
H -2.1085 -0.9877 0.0027
H -2.3400 -2.3133 -0.7201
O 1.8858 1.9290 -0.0028
H 2.2929 2.2207 0.8147
H 2.1280 0.9609 -0.0364
O -2.6319 0.6562 -0.0425
H -1.8868 1.3084 -0.0706
H -3.1035 0.8384 0.7813
O -0.7577 2.5868 0.0196
H -0.8573 3.1175 -0.7733
H 0.1952 2.3100 0.0285
O 0.7397 -2.5455 -0.0317
H 0.7767 -3.0682 0.7835
H -0.2056 -2.2203 -0.0589

Properties
- Electronic energy: -458.671206 Ha
- E_LUMO: 0.851 eV
- Relative energy (zero: lowest compared OMol25 entry of this formula, charge and spin): 0.0345 eV
- SMILES: O.O.O.O.O.O
- Kohn-Sham gap: 12.31 eV

4.
A 2-piece molecular cluster, C4H14N3O overall at a distorted geometry, computed with wB97M-V/def2-TZVPD.

Geometry (Å):
C -0.8865 0.3606 1.4620
C -1.3227 -0.9162 0.7645
C -0.4021 -1.3503 -0.3843
N -0.8292 1.2630 -2.9198
C -1.0445 0.4478 -1.9774
N -0.0580 -0.2552 -1.2758
N 0.5835 0.3568 1.8301
H -1.4146 0.5366 2.3899
H -0.9771 1.2200 0.8031
H -1.4049 -1.7519 1.4585
H -2.3101 -0.7208 0.3513
H 0.5332 -1.8317 -0.0968
H -0.9728 -2.1479 -0.8822
H 0.1667 1.2817 -3.1658
H -2.0817 0.3180 -1.6791
H 0.6436 -0.5558 -1.9359
H 1.2263 0.5340 1.0328
H 0.7607 1.1442 2.4608
H 0.8947 -0.4687 2.3585
H 2.9106 1.6162 -0.0812
H 3.2357 0.2097 -0.5928
O 2.7494 0.7097 0.0797

Properties
- Charge: +1
- Electronic energy: -400.065108 Ha
- E_LUMO: -3.374 eV
- Relative energy (zero: lowest compared OMol25 entry of this formula, charge and spin): 1.8349 eV
- Kohn-Sham gap: 9.40 eV

5.
C33H33IrN6O6S as an isolated structure at a distorted geometry, computed with wB97M-V/def2-TZVPD.

Geometry (Å):
Ir 1.3770 -0.2823 -0.3508
O 8.2126 -0.5673 0.7942
C 7.7622 -0.4837 -0.5339
C 6.2637 -0.4651 -0.5265
C 5.5456 -0.4724 -1.7218
C 4.1731 -0.4340 -1.6795
N 3.4966 -0.3819 -0.5157
C 4.1828 -0.3904 0.6461
C 5.5584 -0.4320 0.6748
C 3.3159 -0.3242 1.8375
C 3.7757 -0.3688 3.1316
C 2.8825 -0.2132 4.1908
C 3.3956 -0.1973 5.6095
O 4.6572 -0.8136 5.7030
C 1.5416 -0.0181 3.8924
C 1.1251 -0.0141 2.5770
N 1.9925 -0.1739 1.5668
H 9.1747 -0.5437 0.8160
H 8.0967 -1.3328 -1.1404
H 8.1082 0.4296 -1.0320
H 6.0491 -0.5048 -2.6793
H 3.5785 -0.4351 -2.5829
H 6.1081 -0.4404 1.6042
H 4.8225 -0.5226 3.3513
H 2.6548 -0.6341 6.2812
H 3.5078 0.8523 5.8991
H 4.5838 -1.6584 6.1568
H 0.8057 0.1302 4.6727
H 0.0899 0.1530 2.3125
C -0.0058 4.8760 -1.0584
C -1.2331 4.2340 -1.1335
C -1.3235 2.8584 -0.9931
C -0.1677 2.1207 -0.7857
C 1.0684 2.7569 -0.7230
C 1.1482 4.1329 -0.8523
N -0.2161 0.6916 -0.6730
N -1.4395 0.1579 -0.4028
C -1.0317 -2.0443 -0.7713
C -1.6606 -3.2675 -0.9498
C -0.9865 -4.4096 -0.5864
C 0.3013 -4.3058 -0.0538
C 0.8617 -3.0666 0.0753
N 0.2068 -1.9290 -0.2846
H 0.0535 5.9509 -1.1639
H -2.1340 4.8097 -1.3022
H -2.2807 2.3608 -1.0583
H 1.9818 2.1821 -0.5705
H 2.1097 4.6258 -0.7982
H -2.6612 -3.2750 -1.3619
H -1.4574 -5.3772 -0.6992
H 0.8606 -5.1794 0.2484
H 1.8592 -2.9298 0.4694
C -3.3832 -0.0576 -5.1272
C -4.1293 0.1217 -3.8313
C -3.9189 1.2615 -3.0507
C -4.5838 1.4363 -1.8523
C -5.4737 0.4599 -1.4135
C -5.7112 -0.6711 -2.1764
C -5.0370 -0.8298 -3.3837
S -6.3042 0.6409 0.1404
O -6.7681 -0.6693 0.4934
O -7.1711 1.7735 0.0759
N -5.1052 1.0447 1.1805
C -4.3840 0.0072 1.9072
C -3.3118 -0.6172 1.0163
C -2.1452 0.3093 0.8086
O -1.7731 1.1554 1.5825
O -1.7213 -0.9452 -1.1838
H -3.4689 0.8306 -5.7539
H -3.7625 -0.9084 -5.6908
H -2.3185 -0.2202 -4.9412
H -3.2352 2.0267 -3.4047
H -4.4394 2.3331 -1.2609
H -6.4160 -1.4145 -1.8270
H -5.2386 -1.7029 -3.9937
H -5.2182 1.9523 1.6061
H -5.0620 -0.7832 2.2252
H -3.9401 0.4620 2.7887
H -3.7473 -0.8978 0.0585
H -2.9234 -1.5320 1.4821

Properties
- Charge: +2
- Electronic energy: -2559.203893 Ha
- E_LUMO: -7.373 eV
- Relative energy (zero: lowest compared OMol25 entry of this formula, charge and spin): 3.7084 eV
- Kohn-Sham gap: 5.80 eV

6.
C4H12N2 as an isolated structure at a distorted geometry, computed with wB97M-V/def2-TZVPD.

Geometry (Å):
C 0.4218 -1.4230 -0.4866
N 1.0196 -1.9991 0.7459
C 0.9654 -0.0534 -0.9403
C 0.3321 1.2947 -0.4983
C -1.1013 1.3258 0.0972
N -0.8582 0.5699 1.6624
H -0.6604 -1.3804 -0.4032
H 0.7454 -2.0989 -1.2853
H 0.6508 -2.9479 0.7358
H 0.4982 -1.5684 1.5098
H 0.9584 -0.0299 -2.0304
H 2.0161 -0.0496 -0.6391
H 0.2917 1.8897 -1.4137
H 0.9568 1.7802 0.2449
H -1.8729 1.1998 -0.6920
H -1.4234 0.3171 0.6794
H -1.5914 0.8303 2.3389
H -1.3487 2.3431 0.3744

Properties
- Electronic energy: -268.952437 Ha
- E_LUMO: 0.948 eV
- Relative energy (zero: lowest compared OMol25 entry of this formula, charge and spin): 4.4602 eV
- Kohn-Sham gap: 10.22 eV

7.
An isolated ion of composition CH6N3O and charge -1 at a distorted geometry, computed with wB97M-V/def2-TZVPD.

Geometry (Å):
C -1.3381 -0.5129 -0.0046
N -0.0208 -0.6632 0.4774
O 0.1487 0.3315 1.5204
N 1.0752 -0.5058 -0.5044
N 1.3907 0.8770 -0.5804
H -1.3446 -0.1048 -1.1046
H -1.9989 -1.4665 0.0742
H -1.6736 0.3457 0.6434
H 1.8798 -0.8447 0.0084
H 0.4991 1.3793 -1.0072
H 1.3826 1.1644 0.4774

Properties
- Charge: -1
- Electronic energy: -281.065209 Ha
- E_LUMO: 4.835 eV
- Relative energy (zero: lowest compared OMol25 entry of this formula, charge and spin): 1.3579 eV
- SMILES: CN([O-])NN
- Kohn-Sham gap: 6.78 eV

8.
A 2-piece molecular cluster, C2H3NO2 overall at a distorted geometry, computed with wB97M-V/def2-TZVPD.

Geometry (Å):
C -0.3496 -0.5630 -0.0092
C 1.8896 -0.2614 -0.0008
N -0.8946 0.5352 0.0006
O 2.3216 0.8269 0.0015
O -2.2926 0.6707 -0.0004
H -0.6191 -1.6027 -0.0151
H 2.3785 -1.2337 0.0054
H -2.4337 1.6279 0.0180

Properties
- Electronic energy: -283.065749 Ha
- E_LUMO: 0.654 eV
- Relative energy (zero: lowest compared OMol25 entry of this formula, charge and spin): 5.2316 eV
- Kohn-Sham gap: 9.16 eV

9.
C31H49B2N9O3P3TeTi as an isolated structure at a distorted geometry, computed with wB97M-V/def2-TZVPD.

Geometry (Å):
Ti -0.0590 -0.3810 -0.6120
C -3.0030 1.1606 1.1368
C -2.0553 1.9667 0.3285
C -2.1187 3.3386 0.1381
C -1.0180 3.6494 -0.6332
N -0.3388 2.5329 -0.8725
N -0.9760 1.4692 -0.2873
B 0.9415 2.3536 -1.7242
N 0.5752 1.4432 -2.9340
C 0.6243 1.5847 -4.2593
C 0.4077 0.3623 -4.8533
C 0.2039 -0.5248 -3.8025
C -0.0967 -1.9787 -3.9299
N 0.2823 0.1368 -2.6385
N 2.0480 1.5957 -0.9002
C 3.3431 1.8985 -0.8609
C 4.0170 0.8844 -0.2082
C 3.0438 -0.0534 0.1228
C 3.2746 -1.3605 0.8029
N 1.8453 0.3852 -0.3005
N 1.5492 3.7113 -2.0621
C 2.1866 4.2000 -3.1587
C 2.7681 5.3899 -2.8184
C 2.4455 5.5697 -1.4555
C 2.8341 6.6965 -0.5473
N 1.7275 4.5590 -1.0017
H -3.9834 1.6352 1.1267
H -2.6527 1.1307 2.1695
H -3.1121 0.1376 0.7804
H -2.8832 4.0089 0.4952
H -0.6743 4.5965 -1.0134
H 0.7626 2.5450 -4.7166
H 0.3664 0.1399 -5.9062
H -0.5383 -2.1630 -4.9079
H -0.7982 -2.3216 -3.1752
H 0.8170 -2.5707 -3.8423
H 3.7067 2.8194 -1.2892
H 5.0720 0.8247 0.0016
H 4.0192 -1.2364 1.5887
H 3.6449 -2.0959 0.0865
H 2.3745 -1.7653 1.2503
H 2.2272 3.6734 -4.0908
H 3.3380 6.0444 -3.4587
H 3.1697 7.5597 -1.1212
H 3.6466 6.3974 0.1172
H 1.9920 6.9990 0.0746
C -0.1166 -3.2540 1.7442
P -0.2297 -1.4481 1.9799
C -1.7477 -1.3803 3.0015
C 1.0557 -1.0973 3.2662
C 1.6428 -2.1507 3.9706
C 2.6770 -1.9307 4.8692
C 3.1472 -0.6405 5.0721
C 2.5505 0.4137 4.3952
C 1.4953 0.2099 3.5050
P 0.6087 1.6300 2.7229
C 1.9677 2.8305 2.4140
C -0.1566 2.3633 4.2344
H -0.4031 -3.7944 2.6450
H 0.8796 -3.5610 1.4301
H -0.8122 -3.5056 0.9440
H -1.6514 -2.1222 3.7944
H -2.6242 -1.6029 2.3905
H -1.8658 -0.3982 3.4522
H 1.3223 -3.1685 3.7949
H 3.1237 -2.7665 5.3938
H 3.9637 -0.4558 5.7601
H 2.9076 1.4217 4.5728
H 2.7867 2.3345 1.8882
H 2.3482 3.2830 3.3327
H 1.5848 3.6168 1.7599
H -0.6638 3.2906 3.9605
H 0.5955 2.5758 4.9982
H -0.8977 1.6807 4.6542
B 1.8391 -4.6367 -1.5063
C 1.3019 -3.1979 -1.2116
N 0.8612 -2.1538 -0.9801
H 2.3538 -5.0318 -0.4744
H 2.6522 -4.5345 -2.4038
H 0.8784 -5.3080 -1.8357
C -2.8565 -5.1154 -2.8105
C -2.6510 -4.0474 -1.7675
O -3.0245 -2.7735 -2.3557
P -3.0585 -1.4744 -1.4230
O -1.8044 -1.5349 -0.5058
Te -3.5494 0.3388 -2.8335
O -4.2207 -1.7918 -0.3665
C -5.5994 -1.8731 -0.7791
C -6.4378 -1.9999 0.4678
H -2.5833 -6.0905 -2.4037
H -2.2334 -4.9190 -3.6840
H -3.8992 -5.1458 -3.1299
H -1.6048 -3.9981 -1.4580
H -3.2636 -4.2282 -0.8816
H -5.7203 -2.7383 -1.4341
H -5.8519 -0.9808 -1.3493
H -6.1785 -2.8998 1.0286
H -7.4941 -2.0535 0.1968
H -6.2908 -1.1341 1.1159

Properties
- Multiplicity: 2
- Electronic energy: -4120.803102 Ha
- E_LUMO (alpha / beta): -0.200 / 0.099 eV
- Relative energy (zero: lowest compared OMol25 entry of this formula, charge and spin): 0.4742 eV
- Kohn-Sham gap (alpha / beta): 7.00 / 7.30 eV

10.
One molecule with the formula C6H12N2O, computed with wB97M-V/def2-TZVPD.

Geometry (Å):
H 2.7193 1.1628 -0.4533
N 2.1794 1.7649 -1.0675
C 1.0059 1.9971 -0.6982
C 0.3045 1.5478 0.5622
C 0.6418 0.1239 1.0169
C 0.3619 -0.9555 -0.0498
N -0.0097 -2.1918 0.6287
C -0.7847 -0.5026 -0.9525
C -2.1604 -0.6756 -0.3755
O -0.5737 -0.0485 -2.0475
H 0.4272 2.6488 -1.3412
H -0.7722 1.6446 0.4220
H 0.5903 2.2477 1.3560
H 0.0301 -0.1125 1.8908
H 1.6920 0.0582 1.3221
H 1.2483 -1.0580 -0.7004
H 0.7286 -2.4759 1.2631
H -0.1367 -2.9382 -0.0450
H -2.8738 -0.0420 -0.9028
H -2.1659 -0.4817 0.6923
H -2.4523 -1.7135 -0.5203

Properties
- Electronic energy: -420.547132 Ha
- E_LUMO: 0.818 eV
- Relative energy (zero: lowest compared OMol25 entry of this formula, charge and spin): 1.0004 eV
- SMILES: [H]/N=C\CC[C@@H](N)C(C)=O
- Kohn-Sham gap: 10.34 eV

11.
An isolated ion of composition C6H13N2 and charge +1 at a distorted geometry, computed with wB97M-V/def2-TZVPD.

Geometry (Å):
C -1.4173 0.6530 -1.0217
C -1.6313 0.5146 1.3269
C 0.6770 -0.9903 0.2863
C 0.9712 0.3105 -0.3686
C -0.0789 -2.0355 -0.4220
C 1.8112 1.3517 0.4016
N -0.1168 1.1131 -1.0060
N -2.0339 0.2657 0.1084
H -1.9914 0.4630 -1.9773
H -2.4647 0.2348 2.0321
H -0.8288 1.1876 1.5248
H 0.9759 -1.0246 1.3386
H 1.5879 -0.0262 -1.1963
H -1.0564 -2.1013 0.0001
H 0.3962 -3.0500 -0.4361
H -0.1566 -1.5728 -1.4197
H 1.2636 1.4900 1.2925
H 1.9706 2.3307 0.1629
H 2.6861 0.6780 0.6588
H 0.2816 1.5539 -1.8160
H -2.8259 -0.4117 0.0942

Properties
- Charge: +1
- Electronic energy: -345.523373 Ha
- E_LUMO (alpha / beta): -3.824 / -5.137 eV
- Relative energy (zero: lowest compared OMol25 entry of this formula, charge and spin): 4.6978 eV
- Kohn-Sham gap (alpha / beta): 8.60 / 7.02 eV

Question: Among the records above, which one has the highest electronic energy?
Answer: C4H12N2

Question: Look up the electronic energy of the tenth one.
Answer: -420.547132 Ha

Question: Among the records above, which one has the highest electronic energy?
Answer: C4H12N2